Record 1
An isolated molecule of C2H5N3OS, computed with the ωB97M-V functional and the def2-TZVPD basis.

XYZ file:
```
12
Properties=species:S:1:pos:R:3:forces:R:3
H -0.53359 -1.12710 -1.51216 0.50 1.31 0.41
N -0.36774 -0.10244 -1.32425 -0.66 -0.54 -3.42
C -0.14858 0.17803 -0.14643 0.68 -0.08 3.37
C 0.09225 1.57480 0.49958 3.51 2.31 -2.78
N 0.84758 2.55130 -0.28212 -4.44 -4.07 5.39
O 0.84261 2.27183 -1.52073 1.15 -0.40 -3.20
N 0.06147 -0.85288 0.83875 -3.27 3.79 4.54
S -0.64764 -2.40153 0.90859 1.59 -1.22 -1.16
H 0.08878 1.75750 1.61801 0.07 -0.44 -1.71
H 0.58494 1.32171 -1.75171 -0.44 0.63 0.31
H -0.56943 -0.32928 1.65797 2.82 -1.79 -1.78
H 0.59959 -3.06188 0.87066 -1.50 0.49 0.03
```
Forces are in eV/Å.

Its net charge is 0. For the relative energy (zero: lowest compared OMol25 entry of this formula, charge and spin), the calculation gives 126.1 kcal per mole.

Record 2
A 2-piece molecular cluster, C22H30N6O2S overall, computed with the ωB97M-V functional and the def2-TZVPD basis.

XYZ file:
```
61
Properties=species:S:1:pos:R:3:forces:R:3
C 0.95825 1.26141 -4.98687 -0.30 0.03 -0.04
N -0.31044 1.99860 -4.93310 0.31 0.15 -0.45
C -0.71592 2.96295 -5.84863 -0.23 -0.40 0.91
N -1.84861 3.52034 -5.49609 -0.03 -0.36 0.42
C -2.20250 2.90560 -4.30675 0.12 0.38 -0.60
C -1.28324 1.95896 -3.94865 -0.24 0.61 -0.04
C -1.48518 1.12281 -2.76812 0.08 -2.57 -0.20
C -1.55844 -0.25524 -2.81145 0.38 3.54 -0.02
C -1.34486 -1.08847 -4.03128 0.11 -0.15 -0.02
C -1.98245 -2.41661 -3.62846 0.07 -0.01 0.28
N -2.36313 -2.29976 -2.20737 0.10 0.96 0.57
C -2.10525 -1.09844 -1.75857 -0.38 -2.38 -1.36
C -2.48541 -0.71316 -0.39488 -0.02 0.21 0.45
C -3.66324 -1.20459 0.17881 0.10 0.20 0.35
C -3.97588 -0.82436 1.48117 0.09 -0.06 -0.17
C -3.10506 0.00800 2.18377 0.24 -0.29 -0.90
N -1.96437 0.46678 1.64575 -0.08 -0.17 -0.13
C -1.67364 0.12695 0.37538 -0.76 -0.21 0.58
H 0.88230 0.42756 -5.69054 0.04 0.06 0.10
H 1.21182 0.86775 -3.99852 -0.18 0.13 -0.11
H 1.77035 1.92043 -5.30840 -0.23 -0.04 0.06
H -0.16047 3.22966 -6.74313 0.07 -0.23 0.32
H -3.10887 3.12459 -3.75034 0.18 0.14 -0.31
H -1.80512 1.63602 -1.86585 0.10 -0.01 -0.09
H -0.27857 -1.22316 -4.23017 -0.05 0.09 -0.13
H -1.82699 -0.65970 -4.91572 0.22 0.13 0.11
H -2.87098 -2.61849 -4.23640 0.03 -0.13 0.26
H -1.27965 -3.24431 -3.77183 -0.30 -0.05 0.20
H -4.32104 -1.86756 -0.38007 0.24 0.15 0.03
H -4.88276 -1.17870 1.95900 0.07 0.03 -0.07
H -3.35432 0.28891 3.20245 0.24 0.13 -0.04
H -0.75702 0.51773 -0.05385 0.00 0.09 0.22
C 4.46949 0.31170 4.31166 -0.40 -0.04 0.06
N 3.68255 1.13636 3.39483 0.97 -0.32 0.73
C 2.46715 0.87290 2.90459 -0.69 0.42 -0.92
O 1.93812 1.68067 2.14760 -0.31 -0.31 0.09
C 1.76271 -0.46315 3.21714 -0.07 -0.21 0.20
C 1.44337 -1.23269 1.92796 0.24 0.16 -0.28
C 2.68728 -1.55903 1.09480 -0.32 0.32 0.25
S 2.32177 -2.32433 -0.50869 0.04 -0.15 -0.02
C 1.80912 -0.86729 -1.45733 0.14 0.05 0.42
N 0.51084 -0.23256 3.94137 0.18 -0.19 -1.33
C 0.44282 -0.03920 5.25575 0.33 0.20 1.49
C -0.91645 0.29866 5.82088 0.09 0.02 -0.11
O 1.41350 -0.12729 5.99690 0.28 -0.03 -0.20
H 4.72130 -0.64142 3.84432 0.13 0.00 0.07
H 5.39304 0.82803 4.57587 -0.14 0.01 -0.15
H 3.90367 0.12570 5.22749 0.07 -0.05 -0.03
H 4.06133 2.03050 3.12264 -0.16 -0.04 -0.06
H 2.40931 -1.09103 3.82821 -0.09 0.05 0.25
H 0.93794 -2.16600 2.17997 -0.08 0.06 0.08
H 0.76854 -0.63259 1.32307 -0.15 0.10 0.01
H 3.26075 -0.64997 0.91266 0.12 0.03 -0.03
H 3.31198 -2.24407 1.66812 0.15 -0.14 -0.24
H 2.62335 -0.14295 -1.48531 -0.04 0.03 -0.06
H 0.93723 -0.41244 -0.99421 -0.04 0.07 -0.11
H 1.55768 -1.16891 -2.47379 0.03 -0.15 0.09
H -0.32258 -0.07902 3.38993 0.10 0.17 -0.18
H -0.80749 0.53052 6.87973 0.00 -0.07 -0.16
H -1.57815 -0.55630 5.69731 -0.19 0.02 -0.01
H -1.31949 1.16276 5.29523 -0.19 0.00 -0.02
```
Forces are in eV/Å.

Its net charge is 0. For the relative energy (zero: lowest compared OMol25 entry of this formula, charge and spin), the calculation gives 11.4 kcal per mole.

Record 3
A 2-piece molecular cluster, C3H8O2S overall, computed with the ωB97M-V functional and the def2-TZVPD basis.

XYZ file:
```
14
Properties=species:S:1:pos:R:3:forces:R:3
O -1.81802 -0.94834 -2.74491 0.43 0.14 -0.26
C -2.43650 -1.35944 -1.81367 -1.37 -0.83 1.30
C -2.28266 -1.01011 -0.34719 1.30 1.73 -1.05
C -0.87292 -0.46888 -0.01382 -0.23 -1.42 0.98
S -0.94087 0.73965 1.33342 0.13 1.07 -0.02
H -3.32776 -2.03483 -1.88814 0.24 0.06 -0.79
H -2.71368 -1.76975 0.29144 0.23 -0.14 0.21
H -2.88224 -0.09622 -0.25737 -0.58 -0.29 0.05
H -0.21032 -1.28664 0.27091 0.07 0.05 -0.02
H -0.40722 0.00897 -0.86981 -0.24 0.22 -0.05
H -0.73732 0.08239 2.48239 0.02 -0.58 -0.34
O 6.20271 2.43471 0.90404 0.57 0.86 0.35
H 6.85698 3.16292 1.02378 -0.81 -0.86 -0.11
H 5.56982 2.54557 1.62894 0.25 0.00 -0.25
```
Forces are in eV/Å.

Its net charge is 0. For the relative energy (zero: lowest compared OMol25 entry of this formula, charge and spin), the calculation gives 27.9 kcal per mole.

Record 4
A 2-piece molecular cluster, C7H12 overall, computed with the ωB97M-V functional and the def2-TZVPD basis.

XYZ file:
```
19
Properties=species:S:1:pos:R:3:forces:R:3
C 0.95487 -1.34558 0.77022 -0.15 -0.49 -0.02
C 0.62954 -1.27791 -0.51808 0.53 -0.15 0.27
C -0.26087 -0.34614 -1.20417 -1.02 -1.58 -0.19
C -1.50329 -0.25905 -0.70323 -0.31 0.25 -0.21
C -1.86262 -0.08352 0.73978 -0.09 -0.07 0.03
H 0.52697 -0.71177 1.54027 0.34 0.05 -0.26
H 1.64216 -2.10822 1.10399 -0.13 -0.25 0.10
H 0.91271 -2.07784 -1.19913 0.55 0.09 0.13
H -0.11921 -0.21871 -2.27705 -0.14 -0.41 0.10
H -2.31420 -0.32060 -1.41554 -0.30 0.89 -0.09
H -2.85859 0.36508 0.78638 0.06 -0.14 0.12
H -1.86878 -0.99828 1.34554 0.05 -0.01 -0.15
H -1.16395 0.61563 1.22096 -0.15 -0.18 -0.16
C 0.93651 1.51582 -0.64201 0.88 1.36 0.47
C 1.43161 1.31055 0.57986 0.22 0.91 -0.17
H 1.54274 1.30442 -1.51731 -0.09 -0.04 0.05
H 0.05789 2.12019 -0.81149 -0.11 -0.13 0.05
H 2.42400 0.89993 0.72982 -0.24 -0.17 0.00
H 0.89250 1.61602 1.47118 0.08 0.07 -0.06
```
Forces are in eV/Å.

Its net charge is 0. For the relative energy (zero: lowest compared OMol25 entry of this formula, charge and spin), the calculation gives 84.8 kcal per mole.

Number 1: Kohn-Sham gap 9.4 eV, molecular weight 119.1 g mol⁻¹, energy -716.73970 a.u.. Number 2: Kohn-Sham gap 8.2 eV, molecular weight 442.6 g mol⁻¹, energy -1733.53730 a.u.. Number 3: Kohn-Sham gap 9.9 eV, molecular weight 108.2 g mol⁻¹, energy -667.73645 a.u.. Number 4: Kohn-Sham gap 9.0 eV, molecular weight 96.2 g mol⁻¹, energy -273.77336 a.u..